Entry 1:
Computed, not measured: a cluster of 2 separate species, C4H12N2 in total, with the ωB97M-V functional and the def2-TZVPD basis.

## Properties
**HOMO-LUMO gap (alpha / beta)**: 0.339 / 0.185 Ha
**HOMO energy (alpha / beta)**: -14.19 / -14.19 eV

Geometry as ORCA input:
```
! wB97M-V def2-TZVPD RIJCOSX def2/J DEFGRID3
* xyz 1 2
C -0.94 -0.08 1.30
C -1.25 -1.57 1.11
C -1.78 -1.94 -0.29
H -1.13 0.29 2.31
H -1.38 0.63 0.62
H 0.15 0.16 1.33
H -1.94 -1.92 1.86
H -0.25 -2.02 1.14
H -2.39 -2.83 -0.26
H -2.36 -1.09 -0.66
H -1.00 -2.13 -1.03
N 2.18 0.73 -1.16
C 2.19 2.05 -0.89
N 1.23 2.74 -1.46
H 3.13 0.37 -1.15
H 1.22 0.40 -1.23
H 2.94 2.47 -0.23
H 1.38 3.74 -1.29
*
```

Entry 2:
Computed, not measured: a structure of composition C10H24BiClI2N2P2S, with the ωB97M-V functional and the def2-TZVPD basis.

## Properties
**HOMO-LUMO gap (alpha / beta)**: 0.192 / 0.184 Ha
**HOMO energy (alpha / beta)**: -13.53 / -13.61 eV

Geometry as ORCA input:
```
! wB97M-V def2-TZVPD RIJCOSX def2/J DEFGRID3
* xyz 2 1
I 0.28 -1.35 -0.62
I -1.24 1.08 1.76
Bi -2.17 1.57 -3.95
P 1.24 1.69 -1.99
C 2.55 1.82 -0.65
C 2.45 1.01 -3.21
H 3.19 1.73 -3.37
H 2.51 3.64 -2.62
H 1.90 0.75 -4.12
H 0.88 3.60 -3.39
H 3.00 0.83 -0.45
H 2.90 0.07 -2.78
C 1.42 3.45 -2.49
H 3.33 2.53 -0.98
H 1.04 4.08 -1.67
H 2.10 2.19 0.29
P -2.79 -0.85 -1.01
C -2.95 -1.65 0.66
C -4.54 -0.26 -1.02
H -3.06 -2.20 -3.00
H -4.08 -2.76 -1.62
H -2.34 -3.16 -1.64
C -3.12 -2.42 -1.91
H -4.76 0.12 -2.02
H -5.16 -1.13 -0.76
H -3.95 -2.14 0.69
H -2.86 -0.90 1.46
H -4.65 0.53 -0.27
H -2.17 -2.40 0.81
Cl -1.94 0.40 -6.02
C 1.19 0.73 4.55
N 1.64 -0.40 3.70
C 2.65 -1.22 4.06
C 2.68 -2.32 3.21
N 1.60 -2.17 2.39
C 1.13 -0.88 2.56
S 0.97 0.27 1.26
H 1.27 1.80 4.18
H 0.11 0.65 4.87
H 1.81 0.70 5.45
H 3.34 -1.02 4.89
H 3.39 -3.12 3.03
H 1.21 -2.89 1.73
*
```

Entry 3:
Computed, not measured: a cluster of 2 separate species, C15H18 in total, with the ωB97M-V functional and the def2-TZVPD basis.

## Properties
**HOMO-LUMO gap**: 0.363 Ha
**HOMO energy**: -8.91 eV
**SMILES**: CCc1ccccc1.Cc1ccccc1

Geometry as ORCA input:
```
! wB97M-V def2-TZVPD RIJCOSX def2/J DEFGRID3
* xyz 0 1
C -2.65 1.36 1.78
C -2.58 2.15 0.46
C -2.49 1.22 -0.75
C -2.98 1.70 -1.97
C -2.66 1.12 -3.17
C -1.97 -0.11 -3.23
C -1.62 -0.66 -2.00
C -1.85 -0.01 -0.77
H -3.56 0.76 1.69
H -2.84 2.08 2.57
H -1.81 0.68 1.88
H -3.56 2.63 0.26
H -1.92 2.99 0.31
H -3.54 2.63 -2.01
H -3.00 1.45 -4.14
H -1.83 -0.57 -4.19
H -1.17 -1.64 -1.87
H -1.46 -0.55 0.08
C 5.04 -1.28 0.56
C 3.53 -1.16 0.75
C 2.80 -2.34 0.80
C 1.41 -2.24 1.04
C 0.93 -1.03 1.46
C 1.67 0.12 1.53
C 3.01 0.06 1.18
H 5.53 -1.42 1.52
H 5.51 -0.49 -0.02
H 5.29 -2.09 -0.15
H 3.21 -3.30 0.54
H 0.80 -3.11 0.84
H -0.12 -0.93 1.76
H 1.24 1.03 1.92
H 3.65 0.92 1.36
*
```

The evaluated E for the records listed, in turn: -268.72871, -2855.31617, -582.33753 hartree.